This record from OMol25 describes C8H19F6N12OPPtSb as an isolated structure. The level of theory is ωB97M-V/def2-TZVPD.

XYZ file:
```
49
Properties=species:S:1:pos:R:3:forces:R:3:mulliken_spin:R:1
Pt 2.1234 0.4114 -0.8426 0.020 0.034 -0.123 1.544
N 4.2388 3.1800 -0.8457 0.001 -0.012 -0.003 0.256
C 4.7680 2.0388 -1.2663 -0.018 0.013 0.002 0.131
N 6.0631 1.9171 -1.6860 0.000 0.000 0.008 0.120
N 6.2081 0.6920 -2.0116 0.003 0.005 -0.002 0.073
N 5.0294 -0.0005 -1.8157 0.006 0.011 -0.002 0.342
N 4.1496 0.8324 -1.3588 0.010 -0.029 -0.001 0.127
C 2.9347 3.3685 -0.4064 0.001 0.009 -0.042 -0.029
N 2.4716 4.5326 -0.0263 -0.006 -0.016 0.049 0.079
N 1.1959 4.2868 0.3200 -0.005 0.021 -0.029 0.009
N 0.9111 3.0490 0.1518 0.025 0.009 -0.003 0.063
N 2.0069 2.4081 -0.3227 -0.005 -0.034 0.085 0.146
H 4.8396 4.0012 -0.8438 0.004 -0.003 -0.002 -0.013
C -1.8837 -1.4574 -2.0407 0.014 -0.010 0.001 -0.003
N -2.1729 -1.4036 -0.6288 0.023 -0.009 -0.027 0.767
C -2.9405 -2.4800 -0.0516 -0.015 0.009 0.005 0.011
P -1.2971 -0.2517 0.4053 -0.012 0.024 0.011 -0.019
O -0.1228 0.2073 -0.3299 -0.031 -0.023 0.025 0.134
N -1.2544 -0.7165 1.9223 0.002 0.030 0.005 0.004
C -2.4265 -0.7133 2.8177 -0.027 -0.039 -0.012 0.008
C -0.0052 -1.2406 2.5338 -0.001 0.015 -0.015 0.006
N -2.4024 1.1239 0.3892 0.001 -0.012 0.023 0.698
C -3.4839 1.3157 -0.5561 0.020 0.011 -0.031 0.002
C -1.9054 2.2519 1.1050 -0.009 -0.050 0.017 0.054
H -2.8281 -1.5253 -2.5911 -0.001 0.004 0.004 0.033
H -1.3345 -2.3937 -2.2317 -0.002 0.003 0.005 0.071
H -1.2771 -0.6144 -2.3537 -0.005 -0.001 -0.004 -0.001
H -3.5465 -2.9565 -0.8188 0.001 -0.002 0.003 0.010
H -3.5520 -2.1259 0.7774 -0.006 0.004 0.013 0.012
H -2.2193 -3.2126 0.3416 0.005 0.001 -0.008 0.058
H -3.3054 -0.2907 2.3295 0.009 -0.003 -0.007 -0.004
H -2.1993 -0.1127 3.6979 0.010 -0.002 0.003 0.003
H -2.6532 -1.7313 3.1333 -0.001 0.003 0.005 -0.001
H 0.8430 -1.0472 1.8852 0.007 -0.007 0.002 -0.002
H -0.0943 -2.3124 2.6966 -0.002 -0.003 0.004 0.001
H 0.1352 -0.7248 3.4821 0.007 -0.003 0.001 0.000
H -3.9108 0.3683 -0.8743 0.000 -0.003 0.010 -0.003
H -3.0956 1.8530 -1.4322 0.001 -0.002 0.003 0.051
H -4.2494 1.9411 -0.0963 -0.003 -0.008 0.005 0.022
H -1.6408 1.9771 2.1309 0.004 0.007 -0.006 0.031
H -2.6024 3.0839 1.0644 0.012 0.011 -0.006 0.015
H -0.9072 2.5472 0.6466 -0.006 0.022 -0.016 0.087
F 1.4049 -1.4111 -2.0489 0.014 -0.053 0.043 0.042
Sb 1.6891 -3.0083 -0.9403 -0.052 -0.022 -0.093 0.005
F 2.4770 -1.6100 0.1812 0.018 0.066 0.065 0.043
F 3.2882 -3.3172 -1.8018 -0.001 0.022 0.007 -0.001
F 1.9119 -4.2894 0.3726 0.000 0.005 0.005 0.001
F 0.5860 -3.9434 -2.1162 0.008 -0.007 0.005 0.002
F 0.0351 -2.4968 -0.0459 -0.021 0.013 0.015 0.014
```
Forces are in eV/Å.

Relative energy (zero: lowest compared OMol25 entry of this formula, charge and spin) = 0.0 kcal/mol
E_tot = -63890.8561 eV
Multiplicity = 6
⟨S²⟩ = 8.773
Net charge = +2
Maximum force = 0.13 eV/A

This record from OMol25 describes a single C5H10S molecule at a distorted geometry. The level of theory is ωB97M-V/def2-TZVPD.

XYZ file:
```
16
Properties=species:S:1:pos:R:3:forces:R:3:lowdin_charge:R:1
C -2.9821 -0.6874 0.1511 2.133 0.834 -0.712 -0.080
C -1.7520 0.0659 -0.3499 -0.710 -0.243 -0.922 -0.167
C -0.8814 0.7918 0.3444 -0.477 -0.609 -2.779 -0.173
C 0.3220 1.3254 -0.3410 1.158 0.738 -0.198 -0.298
C 1.6170 0.7495 0.2709 -1.283 0.912 2.547 -0.601
H -3.8536 -0.3123 -0.3310 -0.844 0.055 -0.287 0.062
H -2.7347 -1.6756 -0.1674 -0.568 -1.062 -0.191 0.062
H -3.0542 -0.6865 1.2080 -0.250 0.176 1.050 0.059
H -1.6075 -0.0683 -1.4626 0.105 0.162 1.274 0.125
H -1.0951 0.9814 1.3362 -0.005 0.413 2.181 0.090
H 0.3168 1.0733 -1.3949 -0.261 -0.250 -0.252 0.094
H 0.3783 2.4312 -0.3432 -0.048 -0.353 0.424 0.116
H 1.5228 1.0380 1.4060 0.466 -1.014 -1.782 0.107
H 2.5121 1.2386 -0.0489 0.477 0.309 -0.527 0.044
H 0.4965 -1.3382 0.2297 1.235 0.228 -0.260 -0.120
S 1.8236 -1.0096 -0.0553 -1.129 -0.296 0.435 0.678
```
Forces are in eV/Å.

SMILES = C/C=C/CCS
Relative energy (zero: lowest compared OMol25 entry of this formula, charge and spin) = 25.2 kcal/mol
E_tot = -16181.3835 eV
Net charge = 0
Maximum force = 2.99 eV/A

This record from OMol25 describes a 15-piece molecular cluster, H31O15 overall at a distorted geometry. The level of theory is ωB97M-V/def2-TZVPD.

XYZ file:
```
46
Properties=species:S:1:pos:R:3:forces:R:3:lowdin_charge:R:1
O -2.1267 -1.9366 2.4061 1.541 -1.741 0.995 -0.030
H 1.3216 2.2577 -2.5607 -0.133 -0.723 -0.833 -0.032
H -2.8779 -1.7231 2.8918 -3.380 2.110 0.080 0.015
O 0.4075 -1.3166 1.5604 0.863 0.880 0.220 -0.063
H 4.7329 1.0487 0.2069 -2.536 -0.339 -0.914 0.216
H -0.5629 -1.3186 1.5160 0.230 -0.863 0.449 0.025
O -1.5630 -3.2109 -2.0729 -2.471 0.749 0.637 -0.070
H -0.3410 1.2190 4.4262 4.050 2.205 -1.689 0.163
H -1.9795 -2.0979 -4.3200 0.537 0.681 0.260 0.066
O -3.1815 2.0219 -1.8850 1.199 2.177 -1.367 -0.043
H 0.0313 -4.1497 -0.3929 0.606 -0.078 0.325 0.066
H -3.9571 2.6677 1.2634 -1.114 -0.938 -1.049 0.112
O 1.4577 3.0966 -2.1396 5.820 -3.160 2.623 0.014
H -3.4830 1.1621 -2.0902 -0.548 -1.563 -0.499 0.022
H 3.3199 0.6766 1.0781 0.850 1.093 -1.943 0.149
O -2.1295 1.7075 0.9144 0.435 -0.690 5.639 -0.103
H -0.6615 -3.2712 -1.7557 -0.132 0.486 0.459 -0.009
H -2.2461 -2.6671 -1.5278 2.530 -1.496 -0.926 0.130
O 0.5793 1.7577 4.0730 -4.254 -1.509 1.886 -0.155
H -2.2081 1.5720 0.0245 -0.616 -0.422 -3.676 -0.066
H 0.5577 -0.9254 -0.1043 1.017 0.965 -0.400 0.017
O 1.0506 0.7330 -3.3683 -1.202 -2.174 -5.615 -0.088
H 0.8887 -2.1457 1.4096 -1.169 -0.060 -0.014 0.052
H 0.4975 -1.9643 -0.9632 -0.080 -2.079 -1.066 -0.057
O 0.9063 -3.7140 -0.4414 0.312 -2.340 0.104 -0.072
H 0.7753 3.5790 -2.3607 -5.505 4.093 -1.689 -0.055
H 3.1214 2.6236 2.1771 -0.845 -1.476 -0.347 0.145
O -4.4105 1.9413 0.7440 -0.605 -1.265 8.159 -0.014
H 0.9960 0.2900 -2.5792 -0.193 -1.908 3.631 -0.072
O 3.7464 0.7850 0.0321 1.303 -0.292 1.433 0.126
H 3.1799 1.4029 -0.4917 0.823 0.009 0.235 0.156
H -4.5271 2.2912 -0.0323 -1.009 2.960 -7.196 -0.060
O 0.9575 -1.1558 -0.9853 -0.296 2.204 0.717 -0.068
H 1.5468 -4.4908 -0.5027 -1.141 1.549 0.004 0.123
H -3.0226 1.3812 1.3290 3.024 0.382 -1.840 0.059
O 2.6411 1.7710 1.9583 2.108 1.344 0.781 -0.024
H 0.3842 2.6473 4.4385 0.251 -0.621 -0.282 0.035
H 1.7324 1.9958 1.8966 -1.826 0.194 0.226 0.059
O -1.4802 -1.3262 -3.9819 -1.536 0.972 -4.250 -0.035
H -1.9252 -2.5005 3.1897 1.650 -0.417 -1.134 0.090
H 3.3928 -0.9616 1.8122 -1.516 -1.303 -0.348 0.026
O 4.0913 -0.5165 2.2375 1.915 0.606 -0.217 0.010
H 3.7271 0.0513 2.9004 -0.621 0.248 0.949 0.050
H -2.8466 2.3841 -2.7645 -0.659 -0.726 1.776 0.104
H 0.7073 -0.0928 -4.0062 1.211 3.553 2.089 0.164
H -1.2201 -1.5789 -3.1595 1.112 -1.280 3.617 -0.079
```
Forces are in eV/Å.

Relative energy (zero: lowest compared OMol25 entry of this formula, charge and spin) = 153.7 kcal/mol
E_tot = -31204.8750 eV
Net charge = +1
Maximum force = 8.28 eV/A

This record from OMol25 describes a 3-piece molecular cluster, C31H71BN4O8 overall at a distorted geometry. The level of theory is ωB97M-V/def2-TZVPD.

XYZ file:
```
115
Properties=species:S:1:pos:R:3:forces:R:3:lowdin_charge:R:1
C -2.9110 -1.0938 1.2812 0.044 0.284 -0.095 -0.109
O -1.5331 -0.7719 1.2682 -0.376 -0.231 -0.133 -0.180
C -0.7774 -1.8014 1.8726 0.463 0.009 0.005 -0.229
C -0.1587 -2.8103 0.8898 -0.055 0.458 0.229 -0.173
C 0.1364 -2.3026 -0.5180 -0.492 -0.426 -0.551 -0.190
C -1.0596 -2.1693 -1.5006 0.462 0.514 0.538 -0.187
C -1.0988 -0.7657 -2.1243 -0.296 -0.793 -0.597 -0.209
C -2.4205 -0.4318 -2.8178 0.004 0.165 -0.017 -0.208
C -2.6561 1.0780 -2.9774 0.663 -0.392 0.544 -0.204
C -2.9258 1.8238 -1.6691 -0.662 0.563 -0.585 -0.190
C -4.4174 2.0626 -1.3205 0.702 -0.436 -0.159 -0.182
C -5.4311 1.0764 -1.9218 -0.763 0.457 1.307 -0.168
C -6.5714 0.7253 -0.9040 0.781 0.259 -1.333 -0.171
C -6.3583 -0.6387 -0.2881 -0.302 0.095 1.090 -0.145
C -7.6312 -1.3405 0.2120 -0.549 0.164 -0.918 -0.338
C -7.2696 -2.7079 0.7792 -0.639 0.243 0.352 -0.150
O -7.5806 -3.7141 -0.1841 0.442 -0.306 -0.010 -0.178
C -6.7274 -4.8462 -0.0657 -0.164 0.414 0.194 -0.075
N -8.4530 -0.5677 1.1544 0.681 -0.186 0.250 0.030
C -7.8277 -0.2830 2.4474 -0.358 0.413 0.141 -0.196
C -6.9810 0.9568 2.5189 0.382 -0.151 0.027 -0.255
N -7.4504 2.1082 2.3140 -0.063 0.208 -0.081 0.103
B -8.5648 -1.6930 -1.0648 0.461 0.293 0.217 -0.645
O -8.0087 -1.7585 -2.3367 0.086 -0.840 0.029 0.152
O -9.8832 -1.8844 -0.8808 -0.249 -0.337 -0.249 0.078
C -10.5801 -2.5614 -1.9316 -0.461 0.330 0.374 -0.044
H -3.4064 -0.6636 0.4264 -0.001 0.353 -0.464 0.060
H -3.0737 -2.1659 1.2213 -0.049 -0.276 0.096 0.088
H -3.3951 -0.6877 2.1699 -0.042 -0.096 0.258 0.088
H 0.0016 -1.3306 2.4659 0.221 0.258 -0.049 0.106
H -1.4009 -2.3408 2.5800 -0.115 -0.104 0.263 0.111
H 0.7992 -3.1019 1.3137 0.075 -0.247 0.224 0.092
H -0.7831 -3.6986 0.9000 -0.064 -0.266 -0.429 0.107
H 0.8280 -3.0102 -0.9637 0.313 -0.099 -0.017 0.105
H 0.6515 -1.3496 -0.5013 0.208 0.241 0.293 0.099
H -0.9387 -2.8914 -2.2986 -0.117 -0.277 -0.194 0.105
H -1.9871 -2.4164 -0.9937 -0.290 0.097 0.121 0.090
H -0.8294 -0.0240 -1.3873 0.004 0.248 0.289 0.095
H -0.3386 -0.7866 -2.9036 0.377 0.417 0.067 0.116
H -3.2139 -0.9328 -2.2674 -0.344 0.104 0.066 0.086
H -2.4126 -0.8580 -3.8191 -0.072 -0.274 -0.092 0.111
H -3.4042 1.2875 -3.7326 -0.278 0.039 -0.072 0.107
H -1.7148 1.4658 -3.3585 0.162 0.132 -0.318 0.106
H -2.4719 2.8056 -1.7664 0.143 0.230 0.089 0.101
H -2.4037 1.3658 -0.8480 0.187 -0.489 0.382 0.085
H -4.6704 3.0637 -1.6453 -0.195 0.266 -0.079 0.103
H -4.4930 2.0829 -0.2377 -0.144 -0.082 0.288 0.095
H -4.9786 0.1436 -2.2127 0.207 -0.122 -0.447 0.078
H -5.9077 1.5687 -2.7571 0.089 -0.197 -0.558 0.108
H -6.5666 1.5130 -0.1674 -0.287 0.114 0.428 0.081
H -7.5096 0.8032 -1.4489 -0.288 -0.270 0.090 0.114
H -5.8396 -1.3192 -0.9561 0.098 -0.063 -0.326 0.116
H -5.6964 -0.5220 0.5754 0.238 -0.021 0.136 0.099
H -7.8724 -2.8722 1.6739 -0.055 -0.221 0.100 0.137
H -6.2215 -2.7465 1.0664 0.347 -0.147 -0.067 0.121
H -7.1914 -5.7052 -0.5276 -0.154 -0.066 -0.314 0.089
H -6.5545 -5.0910 0.9780 -0.001 -0.061 0.283 0.088
H -5.7687 -4.6216 -0.5246 0.281 -0.130 -0.162 0.089
H -8.6923 0.3205 0.7266 -0.209 -0.021 0.059 0.113
H -8.6286 -0.1322 3.1688 -0.167 -0.022 0.173 0.116
H -7.2354 -1.1111 2.8205 0.009 -0.351 -0.187 0.105
H -5.9274 0.8238 2.7716 0.210 -0.114 0.050 0.102
H -6.6962 2.7852 2.4165 -0.162 0.215 -0.057 0.050
H -7.3375 -2.4617 -2.3143 -0.042 0.530 -0.200 0.116
H -11.4606 -3.0257 -1.5061 -0.173 -0.017 0.263 0.088
H -10.9133 -1.8395 -2.6662 0.062 0.050 -0.340 0.093
H -9.9898 -3.3437 -2.3864 0.311 -0.024 -0.185 0.088
C 4.8203 3.3473 1.1901 -0.007 -0.096 0.116 -0.115
O 3.7350 3.1323 2.0700 0.041 0.113 -0.141 -0.186
C 2.5495 2.6597 1.4441 -0.217 0.004 0.188 -0.213
C 2.2973 1.2055 1.7821 0.178 -0.124 -0.125 -0.208
N 3.2711 0.3321 1.1334 -0.028 0.039 0.217 -0.037
C 3.2644 -1.0471 1.6124 0.090 0.106 -0.195 -0.192
C 3.5919 -1.3135 3.0788 -0.065 -0.226 0.010 -0.226
O 4.9378 -1.0656 3.4350 -0.045 0.074 0.032 -0.177
C 5.2615 0.2845 3.7158 0.161 -0.113 -0.028 -0.093
H 5.5822 3.8967 1.7415 -0.053 0.035 0.050 0.085
H 5.2568 2.4015 0.8538 0.040 0.077 -0.165 0.063
H 4.5252 3.9437 0.3212 -0.017 -0.031 -0.025 0.093
H 2.5823 2.8090 0.3609 0.107 -0.047 -0.022 0.123
H 1.7226 3.2577 1.8375 0.000 -0.006 -0.017 0.122
H 1.2943 0.9277 1.4406 -0.015 -0.013 0.027 0.118
H 2.3185 1.1179 2.8766 -0.103 0.040 0.025 0.107
H 4.2004 0.7105 1.2633 0.001 0.020 -0.040 0.068
H 3.9915 -1.5972 1.0097 -0.018 -0.052 0.013 0.123
H 2.2830 -1.4776 1.3901 -0.023 0.009 0.058 0.086
H 3.4399 -2.3828 3.2514 0.012 0.001 0.000 0.121
H 2.9094 -0.7935 3.7626 0.048 0.139 -0.033 0.111
H 4.4260 0.8178 4.1760 -0.047 0.026 -0.059 0.089
H 5.5888 0.8111 2.8151 -0.072 0.099 0.012 0.068
H 6.0982 0.2822 4.4150 -0.018 -0.046 0.017 0.088
C 10.5747 0.6423 -3.5197 0.021 -0.081 0.094 -0.115
O 11.2002 0.7922 -2.2603 -0.095 0.063 -0.156 -0.193
C 11.6165 2.1183 -1.9600 0.200 -0.004 0.197 -0.217
C 10.7664 2.7323 -0.8671 -0.203 -0.070 -0.090 -0.216
N 9.4119 3.0048 -1.3321 0.025 -0.126 0.121 -0.049
C 8.4620 3.3509 -0.2777 -0.028 0.021 -0.216 -0.196
C 8.1841 2.3298 0.8219 -0.046 0.118 0.148 -0.230
O 7.4821 1.1775 0.3928 0.056 -0.003 0.012 -0.198
C 8.2714 0.1569 -0.1923 -0.215 -0.061 0.002 -0.087
H 10.4954 -0.4247 -3.7210 0.014 -0.010 0.044 0.089
H 9.5658 1.0691 -3.5309 0.019 0.062 -0.083 0.077
H 11.1664 1.1029 -4.3158 -0.024 0.032 -0.017 0.087
H 11.6181 2.7445 -2.8567 -0.110 -0.005 -0.023 0.122
H 12.6461 2.0544 -1.5973 0.007 0.002 -0.025 0.121
H 11.2259 3.6719 -0.5460 -0.004 0.005 0.027 0.124
H 10.7813 2.0399 -0.0153 0.126 0.030 0.045 0.105
H 9.0639 2.1915 -1.8220 0.008 -0.004 -0.029 0.068
H 7.5101 3.5687 -0.7695 -0.022 0.037 0.049 0.118
H 8.7948 4.2826 0.1917 0.028 -0.023 0.046 0.120
H 7.5263 2.8131 1.5460 0.021 0.004 0.033 0.096
H 9.0881 2.0495 1.3753 0.065 -0.093 -0.128 0.115
H 9.2657 0.1024 0.2566 0.045 0.053 -0.039 0.090
H 8.3596 0.2919 -1.2735 0.147 -0.004 -0.003 0.073
H 7.7615 -0.7912 -0.0210 -0.020 0.023 0.046 0.089
```
Forces are in eV/Å.

SMILES = [H]/N=C/CN[C@@](CCCCCCCCCCCCOC)(COC)B(O)OC.COCCNCCOC.COCCNCCOC
Relative energy (zero: lowest compared OMol25 entry of this formula, charge and spin) = 10.7 kcal/mol
E_tot = -56312.4523 eV
Net charge = 0
Maximum force = 1.58 eV/A